Here is 10 unconnected molecules or ions with the total composition C70H158N8O2 at a distorted geometry from OMol25. Energies are from ωB97M-V/def2-TZVPD.

**Largest force on an atom**: 4.7 eV/Å
**Total charge**: +6
**Energy relative to the best compared isomer or geometry (same formula, charge and spin)**: 129.91 kcal per mole
**HOMO level**: -0.5531 Ha

Each line ends with the Mulliken charge.
Geometry (Å):
C (-2.9207, -2.4363, 3.6464)  -1.090
C (-4.3754, -1.8957, 4.0756)  -0.453
C (-4.3777, -0.5563, 4.7612)  -0.178
O (-5.3668, -2.0323, 3.0612)  -0.791
H (-2.4337, -1.7667, 2.9375)  -0.252
H (-2.9892, -3.4669, 3.2984)  0.517
H (-2.2788, -2.5604, 4.5185)  0.887
H (-4.6651, -2.6061, 4.8499)  0.372
H (-4.0408, -0.6507, 5.7935)  0.494
H (-5.3595, -0.0869, 4.6982)  0.235
H (-3.6280, 0.0540, 4.2577)  -0.596
C (-0.7878, -0.3842, 1.2478)  1.190
C (-0.1381, 0.9367, 0.5625)  0.599
C (-0.4362, 1.0357, -0.9774)  -0.299
O (-0.6639, 2.1169, 1.2200)  -0.620
H (-1.8488, -0.3983, 0.9983)  -0.699
H (-0.8029, -0.4027, 2.3375)  -0.082
H (-0.3059, -1.2900, 0.8798)  -0.685
H (0.9420, 0.8440, 0.6765)  0.108
H (0.3792, 1.5901, -1.4421)  -0.144
H (-1.3756, 1.5231, -1.2384)  -0.207
H (-0.5456, 0.0840, -1.4974)  0.232
C (-0.1693, 4.5529, 8.8668)  -1.437
C (0.4453, 4.2714, 7.5447)  -0.283
C (-0.3910, 3.1059, 6.8953)  -0.947
N (0.0761, 2.5168, 5.5225)  0.384
C (0.2218, 3.7807, 4.6576)  -1.461
C (-0.9874, 1.6168, 4.8552)  -0.194
C (-0.8355, 0.3415, 5.6758)  0.771
C (0.7105, 0.2363, 5.8825)  -0.086
C (1.3321, 1.6872, 5.5662)  -0.768
H (0.1359, 3.7742, 9.5658)  0.390
H (-1.2566, 4.5267, 8.9397)  0.363
H (0.0309, 5.5695, 9.2055)  0.381
H (1.5214, 4.1043, 7.5917)  0.307
H (0.3149, 5.1388, 6.8975)  0.374
H (-1.4338, 3.3097, 6.6522)  0.483
H (-0.4279, 2.2024, 7.5039)  0.584
H (1.0961, 4.3130, 5.0323)  0.532
H (-0.6817, 4.3871, 4.7225)  0.478
H (0.4177, 3.4090, 3.6519)  0.429
H (-0.6661, 1.4779, 3.8229)  -0.534
H (-1.9337, 2.1575, 4.8643)  0.550
H (-1.2851, -0.4631, 5.0940)  -1.084
H (-1.3550, 0.2112, 6.6251)  0.613
H (1.3812, -0.4215, 5.3298)  -0.186
H (0.7418, 0.1201, 6.9658)  0.375
H (1.6644, 1.7265, 4.5288)  0.374
H (2.0004, 2.1778, 6.2740)  0.450
C (-0.6789, 8.3336, -3.0752)  -1.544
C (-1.1125, 8.0415, -1.6912)  -0.325
C (0.1210, 7.5547, -1.0377)  -0.888
N (0.0532, 6.1258, -0.4765)  0.770
C (-0.1410, 5.0972, -1.6028)  -1.586
C (1.3651, 5.7664, 0.2541)  -0.888
C (0.9762, 5.1585, 1.6083)  0.204
C (-0.4138, 5.7355, 1.9180)  -0.373
C (-1.1422, 5.8798, 0.5815)  -0.478
H (-0.3406, 7.4340, -3.5893)  0.320
H (0.0183, 9.1712, -3.0528)  0.374
H (-1.5591, 8.4679, -3.7040)  0.422
H (-1.8959, 7.2955, -1.5572)  0.294
H (-1.4305, 8.9971, -1.2744)  0.381
H (0.3777, 8.0137, -0.0830)  0.494
H (0.9475, 7.5541, -1.7483)  0.631
H (0.8233, 5.0535, -2.1091)  0.542
H (-1.0748, 5.3414, -2.1093)  0.404
H (-0.3432, 4.1233, -1.1570)  0.332
H (1.9647, 5.1381, -0.4046)  0.257
H (1.9209, 6.6870, 0.4320)  0.372
H (0.8230, 4.0908, 1.4513)  -0.465
H (1.7047, 5.2501, 2.4138)  0.801
H (-1.0085, 5.1306, 2.6025)  0.044
H (-0.2884, 6.6862, 2.4361)  0.480
H (-1.6054, 4.9571, 0.2320)  -0.187
H (-1.7655, 6.7727, 0.5316)  0.530
C (-3.8595, -4.8769, -4.8439)  -1.292
C (-4.6761, -3.7444, -4.1757)  -0.244
C (-3.8549, -3.3783, -2.8967)  -0.870
N (-4.3801, -2.1990, -2.0878)  0.413
C (-4.4825, -0.9145, -3.0022)  -0.549
C (-3.4109, -2.0686, -0.8625)  1.039
C (-3.8574, -3.1767, 0.0446)  0.242
C (-5.4424, -3.2516, -0.1472)  -0.927
C (-5.6975, -2.4029, -1.3861)  -0.493
H (-2.9465, -4.5598, -5.3479)  0.300
H (-4.6468, -5.2172, -5.5166)  0.429
H (-3.6459, -5.5948, -4.0521)  0.354
H (-5.6292, -4.1687, -3.8598)  0.375
H (-4.7077, -2.8585, -4.8099)  0.315
H (-2.8847, -2.9989, -3.2175)  0.137
H (-3.6769, -4.2141, -2.2200)  0.566
H (-3.5197, -0.7469, -3.4850)  0.352
H (-4.5389, -0.1861, -2.1933)  -0.163
H (-5.3309, -1.2087, -3.6201)  0.539
H (-3.6009, -1.1358, -0.3315)  -0.771
H (-2.3956, -2.2307, -1.2244)  -0.508
H (-3.4673, -2.9518, 1.0373)  -0.315
H (-3.3905, -4.1143, -0.2573)  0.547
H (-6.0079, -2.8047, 0.6705)  0.423
H (-5.8192, -4.2589, -0.3243)  0.362
H (-5.8173, -1.3874, -1.0086)  0.174
H (-6.4281, -2.7352, -2.1236)  0.604
C (-7.3218, 2.6270, 4.7263)  -1.562
C (-7.0320, 2.1067, 3.3308)  -0.343
C (-5.5871, 2.4322, 2.8425)  -0.300
N (-5.3524, 2.2894, 1.3250)  0.713
C (-5.4540, 0.8487, 0.8695)  -1.083
C (-6.3580, 3.1030, 0.4508)  -0.819
C (-5.6676, 3.5844, -0.7935)  -1.003
C (-4.1529, 3.3040, -0.5943)  -0.174
C (-3.9600, 2.8756, 0.9415)  -0.105
H (-7.4223, 3.7100, 4.7977)  0.415
H (-6.4367, 2.4699, 5.3428)  0.307
H (-8.2450, 2.2438, 5.1609)  0.378
H (-7.7707, 2.4836, 2.6235)  0.520
H (-7.2279, 1.0367, 3.2618)  0.355
H (-4.8659, 1.8573, 3.4235)  -0.197
H (-5.3112, 3.4453, 3.1351)  0.482
H (-5.3095, 0.8368, -0.2108)  0.546
H (-6.4287, 0.4106, 1.0844)  0.298
H (-4.6641, 0.2921, 1.3739)  0.057
H (-7.1971, 2.4545, 0.1988)  0.441
H (-6.8244, 3.8102, 1.1367)  0.656
H (-5.9679, 2.9003, -1.5872)  0.293
H (-5.9019, 4.6252, -1.0166)  0.340
H (-3.6895, 2.6812, -1.3595)  0.156
H (-3.6471, 4.2595, -0.7329)  0.115
H (-3.3418, 2.0063, 1.1655)  -0.247
H (-3.9318, 3.7832, 1.5444)  0.496
C (-1.8786, 3.6935, -5.1636)  -1.455
C (-0.6362, 2.6840, -5.0449)  0.224
C (0.4983, 2.9791, -6.0266)  -0.880
N (1.7289, 2.0385, -6.1173)  0.438
C (2.1966, 1.7289, -4.6622)  -1.610
C (2.8819, 2.7666, -6.8543)  -0.722
C (3.6913, 1.5751, -7.5133)  -0.615
C (2.6253, 0.6088, -7.9474)  -0.649
C (1.5488, 0.6858, -6.8353)  -0.279
H (-2.3057, 3.6072, -6.1627)  0.448
H (-1.5123, 4.7152, -5.0639)  0.351
H (-2.6824, 3.5740, -4.4372)  0.315
H (-0.9620, 1.7212, -5.4387)  0.320
H (-0.2754, 2.5260, -4.0285)  -0.101
H (0.9481, 3.9351, -5.7589)  0.540
H (0.2098, 3.0606, -7.0745)  0.467
H (2.2998, 2.7178, -4.2155)  0.344
H (3.1688, 1.2368, -4.6331)  0.536
H (1.4342, 1.1833, -4.1063)  0.508
H (3.3601, 3.4084, -6.1143)  0.370
H (2.3379, 3.3898, -7.5641)  0.479
H (4.3189, 1.3200, -6.6593)  0.274
H (4.3396, 1.9210, -8.3184)  0.494
H (3.1219, -0.3614, -7.9637)  0.276
H (2.3573, 0.8685, -8.9715)  0.380
H (1.4906, -0.1301, -6.1148)  0.164
H (0.5894, 0.7818, -7.3437)  0.407
C (6.0510, -5.6946, -3.5874)  -1.453
C (4.7639, -5.0797, -4.2932)  -0.656
C (3.4314, -5.4080, -3.6778)  -0.594
N (2.3899, -4.2944, -3.6160)  0.600
C (2.0816, -3.8273, -5.0883)  -0.866
C (2.7836, -3.2504, -2.5626)  -0.658
C (1.5100, -2.6213, -2.0707)  0.200
C (0.3649, -3.5906, -2.3723)  0.205
C (1.0620, -4.8417, -2.9311)  -1.274
H (6.0319, -6.7819, -3.5140)  0.404
H (6.1993, -5.2613, -2.5982)  0.213
H (7.0368, -5.5654, -4.0342)  0.463
H (4.7523, -5.3373, -5.3522)  0.481
H (4.9435, -4.0067, -4.2253)  0.281
H (3.6474, -5.5955, -2.6260)  0.366
H (2.8794, -6.2556, -4.0840)  0.652
H (3.0548, -3.6175, -5.5321)  0.433
H (1.4445, -2.9509, -4.9696)  0.326
H (1.6057, -4.6867, -5.5606)  0.303
H (3.3540, -2.5639, -3.1884)  0.514
H (3.4014, -3.6067, -1.7384)  -0.211
H (1.4170, -1.7631, -2.7362)  -0.083
H (1.3189, -2.2402, -1.0675)  0.040
H (-0.3067, -3.0641, -3.0504)  0.091
H (-0.1956, -3.8416, -1.4718)  0.304
H (0.3339, -5.2566, -3.6282)  0.428
H (1.2740, -5.6034, -2.1808)  0.425
C (4.2049, 1.0767, -1.4172)  -1.385
C (4.9310, 0.1725, -0.4363)  0.662
C (6.3676, 0.0843, -0.7089)  -1.207
N (7.0655, -1.2476, -0.2160)  0.320
C (6.5359, -1.5861, 1.2286)  -1.118
C (6.6127, -2.3831, -1.2461)  0.045
C (7.7108, -3.4356, -1.2344)  -0.877
C (8.8578, -2.8974, -0.4395)  -0.934
C (8.5639, -1.4615, -0.3219)  -0.537
H (3.2077, 1.4037, -1.1227)  0.117
H (3.9935, 0.5283, -2.3352)  0.201
H (4.6527, 2.0473, -1.6305)  0.479
H (4.4210, -0.7846, -0.5463)  -0.021
H (4.7004, 0.6656, 0.5080)  0.358
H (6.9045, 0.8820, -0.1955)  0.490
H (6.5550, 0.1401, -1.7812)  0.410
H (7.0954, -2.4606, 1.5606)  0.458
H (5.4975, -1.9166, 1.2519)  0.385
H (6.6276, -0.7011, 1.8582)  0.415
H (5.6804, -2.9283, -1.0991)  -0.228
H (6.5066, -1.8510, -2.1915)  0.510
H (7.2217, -4.2712, -0.7338)  0.419
H (7.7880, -3.8777, -2.2278)  0.506
H (8.9860, -3.4417, 0.4961)  0.355
H (9.8381, -2.8732, -0.9155)  0.349
H (9.0803, -0.9602, 0.4967)  0.432
H (8.8096, -1.0032, -1.2798)  0.439
C (3.6594, -2.3565, 4.0354)  -1.616
C (2.4414, -2.8390, 3.4901)  0.872
C (2.4601, -4.3730, 3.4775)  -1.058
N (1.1481, -5.1072, 2.9854)  0.450
C (0.5441, -4.4493, 1.7232)  -1.809
C (0.0137, -4.9254, 3.9583)  -0.443
C (-0.8011, -6.1476, 3.6900)  -0.778
C (0.0337, -7.2814, 3.2529)  -0.729
C (1.3595, -6.6403, 2.7780)  -0.579
H (3.6428, -1.2670, 4.0640)  0.404
H (4.5812, -2.5795, 3.4981)  0.408
H (3.7541, -2.6123, 5.0907)  0.459
H (2.1947, -2.6314, 2.4489)  -0.038
H (1.6165, -2.5610, 4.1460)  -0.111
H (2.7055, -4.7554, 4.4683)  0.477
H (3.1709, -4.7395, 2.7370)  0.391
H (-0.1900, -5.1622, 1.3477)  0.699
H (1.3679, -4.3365, 1.0185)  0.488
H (0.1525, -3.4333, 1.7725)  0.479
H (-0.6189, -4.0442, 3.8510)  0.019
H (0.3384, -5.0869, 4.9862)  0.644
H (-1.6073, -5.8460, 3.0214)  0.140
H (-1.3515, -6.4932, 4.5651)  0.681
H (-0.2801, -7.8063, 2.3506)  0.309
H (0.1360, -7.9210, 4.1296)  0.342
H (1.7284, -6.7083, 1.7546)  0.408
H (2.0996, -6.8759, 3.5428)  0.403